12
Properties=species:S:1:pos:R:3:forces:R:3:nbo_charge:R:1 method="wB97M-V/def2-TZVPD" charge=0 orbital_gap_ev=10.5 fmax_ev_per_a=4.71 e_homo_ev=-9.87
O -0.8877 2.5076 -0.0681 0.4 -0.5 -0.1 -0.5868
C -0.4262 1.3930 -0.0201 -0.1 0.0 0.6 0.7598
N -1.1960 0.2231 0.0567 0.0 0.1 -0.3 -0.6530
C -0.4014 -0.9203 -0.3386 0.1 -0.4 -0.2 -0.2380
C 0.9838 -0.4339 0.0268 0.2 -2.4 1.2 -0.2167
N 0.9568 1.0385 0.0135 0.3 -0.4 2.2 -0.6884
H -2.1505 0.3068 -0.2646 0.1 0.0 0.0 0.4052
H -0.4385 -1.1254 -1.4148 -0.1 0.0 0.0 0.1921
H -0.6356 -1.8272 0.2204 -0.2 0.0 -0.2 0.2079
H 1.1673 -0.7651 1.2008 -0.3 -0.8 -1.8 0.1277
H 1.8672 -0.8328 -0.4528 -0.1 -0.2 -0.4 0.2345
H 1.1607 0.4356 1.0407 -0.4 4.6 -1.1 0.4556